[1]
ORCA calculation (wB97M-V/def2-TZVPD) on one molecule with the formula C3H6F2 in a non-equilibrium geometry.

Last column: Löwdin charge in e.
Atoms and positions in Å:
C  -0.80232  -0.74076  1.29098  -0.061
C  -0.42712  -0.21790  -0.12681  -0.357
C  0.84335  0.49479  -0.37780  -0.207
H  -0.10284  -1.61495  1.80036  0.140
H  -2.02227  -0.75636  1.14444  0.134
H  -0.80747  0.10137  1.96987  0.042
H  -0.44539  -1.05743  -0.92362  0.165
H  0.65233  1.04694  -1.35260  0.156
H  1.01693  1.01137  0.48865  0.099
F  -1.40040  0.85458  -0.27588  -0.084
F  1.84765  -0.40432  -0.59582  -0.027

As for the HOMO energy: -11.56 eV. As for the spin multiplicity: 1. The total energy is -317.57501 a.u. The relative energy (zero: lowest compared OMol25 entry of this formula, charge and spin) comes out at 180.0 kJ/mol.

[2]
ORCA calculation (wB97M-V/def2-TZVPD) on one molecule with the formula C5H9NO2 in a non-equilibrium geometry.

Last column: Löwdin charge in e.
Atoms and positions in Å:
C  0.64698  0.85730  -1.68518  -0.547
C  0.75041  0.38183  -0.17771  -0.291
C  0.64944  -1.18452  -0.04336  -0.157
C  -0.72283  -1.21657  0.40079  -0.270
C  -1.04913  -0.09309  1.42384  -0.061
H  -0.69772  2.14056  -1.62890  0.172
H  1.86351  0.89988  0.00997  0.206
H  1.45719  -1.48321  0.60658  0.099
H  0.87370  -1.78303  -1.08729  0.175
H  -1.38201  -1.58464  -0.45444  0.137
H  -1.12417  -2.17150  0.87750  0.119
H  -0.51340  -0.23435  2.46992  0.130
H  -1.87140  0.47192  1.84171  0.089
H  -0.04168  1.61118  1.21282  0.010
N  -0.23015  1.04266  0.55332  -0.006
O  0.32344  2.15007  -1.76158  0.061
O  1.06779  0.19551  -2.55797  0.136

As for the HOMO energy: -8.85 eV. As for the spin multiplicity: 1. The total energy is -401.02348 a.u. The relative energy (zero: lowest compared OMol25 entry of this formula, charge and spin) comes out at 402.4 kJ/mol.

[3]
ORCA calculation (wB97M-V/def2-TZVPD) on C30H44NOPReSi as an isolated structure.

Last column: Mulliken spin population.
Atoms and positions in Å:
Re  0.58266  0.54991  1.21555  1.034
C  3.84097  0.14282  2.18421  -0.025
C  3.49821  1.06135  1.20858  -0.019
C  2.31715  1.80488  1.59879  -0.055
C  1.94896  1.27225  2.89179  -0.043
C  2.89914  0.26115  3.20823  -0.043
H  4.65643  -0.56257  2.14758  -0.004
H  4.01040  1.19443  0.26336  0.010
H  2.24022  2.85363  1.35006  -0.001
H  1.41607  1.80203  3.66681  -0.001
H  2.88017  -0.33979  4.10882  -0.001
C  0.50446  1.63811  -0.54869  -0.035
Si  -0.41529  0.62400  -1.88199  0.035
C  -1.77447  -0.09516  -0.77552  0.015
N  -1.14835  -0.79024  0.39109  -0.079
C  -0.74399  -2.17473  -0.07579  0.004
C  -1.04596  -3.26102  0.94308  0.009
C  -2.55750  -3.38659  1.12464  0.001
C  -3.18933  -1.99073  1.29152  0.003
C  -2.13099  -0.91744  1.51139  0.051
C  -1.13215  1.74739  -3.15938  0.003
C  -2.40502  2.30934  -3.01644  -0.001
C  -2.90087  3.18974  -3.96618  0.000
C  -2.12675  3.52369  -5.06868  0.000
C  -0.86218  2.97366  -5.22752  0.000
C  -0.36947  2.08851  -4.28092  0.000
C  0.73525  -0.64339  -2.61221  0.005
C  0.26839  -1.55173  -3.56844  -0.003
C  1.11337  -2.49659  -4.12802  0.001
C  2.45385  -2.53475  -3.75938  0.000
C  2.94161  -1.62846  -2.82996  0.006
C  2.08361  -0.69767  -2.25458  0.010
H  -0.12176  2.53446  -0.51401  0.048
H  1.47143  1.97915  -0.92609  0.018
H  -2.49759  -0.74971  -1.26659  0.002
H  -2.32709  0.76469  -0.40246  0.002
H  0.29642  -2.15372  -0.38653  -0.004
H  -1.32123  -2.40394  -0.97475  -0.001
H  -0.57127  -3.05328  1.90379  0.000
H  -0.62522  -4.19949  0.57691  0.000
H  -2.78800  -4.02359  1.97731  0.000
H  -2.97696  -3.87913  0.24661  0.000
H  -3.86586  -1.96600  2.14650  0.000
H  -3.79500  -1.72659  0.42324  0.000
H  -1.57521  -1.12518  2.43344  -0.020
H  -2.60735  0.05157  1.63176  0.028
H  -3.03140  2.05121  -2.16849  0.000
H  -3.89168  3.60915  -3.85262  0.000
H  -2.51352  4.20907  -5.81091  0.000
H  -0.26454  3.22869  -6.09225  0.000
H  0.61264  1.65118  -4.42396  0.000
H  -0.76605  -1.51491  -3.89438  0.000
H  0.73645  -3.18933  -4.86845  0.000
H  3.11951  -3.25687  -4.21319  0.000
H  3.99237  -1.63498  -2.56699  0.000
H  2.48804  0.01785  -1.54320  -0.022
C  -2.33755  2.84998  1.19368  0.004
P  -0.83200  2.31517  2.06404  -0.067
C  0.01144  3.91319  2.26077  0.016
C  -1.44520  1.93524  3.73409  -0.009
H  -2.71219  3.73941  1.70320  -0.001
H  -3.12491  2.10038  1.20975  0.001
H  -2.11827  3.11975  0.16157  -0.001
H  -0.67403  4.62245  2.72492  0.000
H  0.29180  4.29211  1.27675  -0.001
H  0.90274  3.84241  2.87801  0.000
H  -1.83415  2.84614  4.19060  0.000
H  -0.65672  1.53644  4.36844  0.002
H  -2.25087  1.20534  3.68379  0.001
C  2.83164  -3.05526  0.79657  0.001
C  1.90725  -2.44410  1.78624  0.026
C  1.67518  -3.12612  3.08672  -0.003
O  1.37541  -1.35429  1.55027  0.102
H  2.75821  -4.14162  0.80664  0.000
H  3.85541  -2.80047  1.09140  0.000
H  2.66036  -2.65760  -0.20102  0.000
H  2.62766  -3.14738  3.62700  0.001
H  1.39256  -4.16785  2.93239  0.000
H  0.93046  -2.60966  3.68771  0.000

As for the HOMO energy (spin up / spin down): -13.80 / -13.80 eV. As for the spin multiplicity: 2. The total energy is -2008.10717 a.u. The relative energy (zero: lowest compared OMol25 entry of this formula, charge and spin) comes out at 18.0 kJ/mol. As for the total charge: +2.

[4]
ORCA calculation (wB97M-V/def2-TZVPD) on C19H24AuIN2O3PTe as an isolated structure.

Last column: Löwdin charge in e.
Atoms and positions in Å:
Au  -1.77395  -0.16120  -0.39428  0.650
I  -1.34617  -0.54446  2.61227  0.864
C  -2.28370  -2.38578  2.20414  -0.625
C  -2.58470  -3.11261  3.32285  -0.203
C  -3.15962  -4.39778  3.20923  -0.105
C  -3.36964  -4.93193  1.97417  -0.064
C  -3.04405  -4.20556  0.79801  -0.183
C  -3.21530  -4.82098  -0.46854  -0.078
C  -2.88961  -4.14287  -1.60437  -0.112
C  -2.45266  -2.80033  -1.53070  -0.167
C  -2.28746  -2.11827  -0.33801  -0.320
C  -2.52967  -2.86844  0.87462  -0.241
H  -2.37184  -2.70513  4.30248  0.067
H  -3.41187  -4.95259  4.10552  0.094
H  -3.78079  -5.93142  1.86327  0.102
H  -3.60270  -5.83389  -0.50610  0.097
H  -2.98911  -4.62294  -2.57223  0.090
H  -2.25673  -2.28025  -2.46132  0.067
C  3.70784  1.41873  -2.29852  -0.032
C  2.88674  0.43131  -1.53126  -0.321
C  3.15124  -0.84993  -1.10086  -0.007
C  1.96821  -1.27775  -0.43949  -0.356
N  1.05462  -0.32667  -0.46605  0.060
N  1.62373  0.68743  -1.13870  0.032
C  1.67710  -2.57770  0.24552  -0.038
H  4.71403  1.03268  -2.44432  0.071
H  3.78087  2.37279  -1.76884  0.066
H  3.27328  1.61940  -3.28042  0.076
H  4.06752  -1.40617  -1.24604  0.096
H  1.09842  1.54613  -1.19350  0.115
H  2.45611  -3.30941  0.03188  0.066
H  0.71322  -2.97353  -0.08438  0.068
H  1.61447  -2.43789  1.32666  0.066
C  1.10532  4.78814  -1.92967  -0.077
C  -0.37122  4.42517  -1.99265  -0.280
O  -0.96924  4.42016  -0.68414  -0.326
P  -1.11196  3.04139  0.15737  0.002
O  -1.37547  1.93563  -0.85087  -0.541
Te  -2.47474  3.52394  1.97335  0.294
O  0.42327  2.73427  0.57518  -0.358
C  1.05535  3.27371  1.74731  -0.326
C  2.42049  2.63462  1.85161  -0.077
H  1.56075  4.71270  -2.92094  0.072
H  1.62744  4.11063  -1.24940  0.052
H  1.23356  5.80662  -1.55749  0.075
H  -0.51714  3.46188  -2.47396  0.098
H  -0.91637  5.16956  -2.56902  0.111
H  0.45192  3.05507  2.62731  0.056
H  1.13344  4.36181  1.66724  0.113
H  2.32032  1.54662  1.90814  0.078
H  2.93877  2.99237  2.74450  0.073
H  3.02766  2.87273  0.97344  0.064

As for the HOMO energy: -4.27 eV. As for the spin multiplicity: 1. The total energy is -2116.56320 a.u. The relative energy (zero: lowest compared OMol25 entry of this formula, charge and spin) comes out at 0.0 kJ/mol. As for the total charge: -1.